28
Properties=species:S:1:pos:R:3:lowdin_charge:R:1 method="wB97M-V/def2-TZVPD" orbital_gap_ev=10.244 charge=+2
Mg 1.118 0.031 -0.118 0.461
O -0.174 -1.147 -3.239 0.190
C 0.469 -0.804 -2.353 0.082
C 1.598 0.999 2.044 0.092
O 1.532 1.439 3.099 0.195
C 0.850 2.237 -1.059 0.092
O 0.473 3.240 -1.467 0.194
C 1.371 -2.250 0.638 0.097
O 1.166 -3.290 1.063 0.197
C 3.488 -0.206 -1.504 -0.078
H 3.465 -1.287 -1.701 0.090
H 3.279 0.443 -2.367 0.090
C 3.838 0.288 -0.304 -0.073
H 3.924 1.368 -0.118 0.090
H 4.116 -0.369 0.532 0.091
C -3.115 -0.626 0.000 -0.117
C -3.092 0.583 0.946 -0.118
C -1.648 1.070 0.967 -0.126
O -0.852 -0.071 0.449 -0.321
C -1.724 -1.223 0.142 -0.148
H -3.899 -1.345 0.232 0.138
H -3.258 -0.307 -1.040 0.130
H -3.357 0.252 1.956 0.133
H -3.784 1.369 0.652 0.135
H -1.469 1.956 0.340 0.116
H -1.307 1.303 1.985 0.126
H -1.667 -1.929 0.983 0.139
H -1.343 -1.723 -0.756 0.103


13
Properties=species:S:1:pos:R:3:lowdin_spin:R:1 method="wB97M-V/def2-TZVPD" orbital_gap_ev="9.564 / 8.534" charge=+2 relative_energy_kj_mol=0.0 multiplicity=2
H -1.591 0.274 -1.584 0.000
C -1.715 0.162 -0.505 0.001
C -2.140 1.169 0.448 0.001
O -2.956 0.056 0.036 0.001
H -1.773 1.113 1.473 0.000
H -2.454 2.144 0.071 0.000
O 0.951 0.541 0.034 0.226
C 0.680 -0.640 0.113 0.027
O -0.810 -0.862 0.006 0.013
Hg 2.343 1.886 0.029 0.714
H -0.992 -1.796 -0.282 0.001
Li 2.878 -2.587 0.025 0.014
O 1.241 -1.709 0.025 0.001


14
Properties=species:S:1:pos:R:3:lowdin_charge:R:1 method="wB97M-V/def2-TZVPD" orbital_gap_ev=10.667 smiles=NCCO.O relative_energy_kj_mol=4.7
N -0.369 0.169 0.976 -0.011
C 0.812 0.369 0.121 -0.273
C 0.437 0.738 -1.288 -0.291
O 1.569 0.685 -2.136 -0.066
H -0.082 0.189 1.947 0.078
H -1.004 0.954 0.862 0.073
H 1.478 1.135 0.544 0.112
H 1.401 -0.548 0.111 0.117
H -0.338 0.061 -1.680 0.123
H -0.032 1.738 -1.330 0.120
H 1.996 1.550 -2.127 0.089
O -1.897 -2.387 1.710 -0.083
H -2.177 -3.073 1.101 0.023
H -1.794 -1.579 1.188 -0.010


15
Properties=species:S:1:pos:R:3:lowdin_charge:R:1 method="wB97M-V/def2-TZVPD" orbital_gap_ev=9.567 relative_energy_kj_mol=401.2
O 3.571 -0.216 -0.021 -0.047
C 2.515 -0.019 -0.774 -0.010
C -0.207 -0.086 0.767 -0.109
C -0.885 0.941 -0.174 -0.167
C -2.025 -0.066 -0.480 -0.088
C -1.444 -0.969 0.611 -0.398
O -1.829 -1.964 1.162 0.099
H 3.831 -1.148 -0.103 0.099
H 0.661 -0.572 0.300 0.057
H 2.301 1.064 -0.598 0.015
H 0.047 0.222 1.786 0.120
H -1.236 1.836 0.346 0.104
H -0.286 1.243 -1.037 0.093
H -1.959 -0.529 -1.471 0.119
H -3.055 0.263 -0.313 0.114


148
Properties=species:S:1:pos:R:3:lowdin_charge:R:1 method="wB97M-V/def2-TZVPD" orbital_gap_ev=7.347 charge=+1
C 2.431 3.505 -0.494 0.135
C 2.435 2.273 -0.546 -0.193
N 2.310 0.871 -0.256 -0.057
C 3.558 0.297 0.341 -0.179
S 3.541 0.057 2.183 0.660
O 4.705 -0.790 2.532 -0.366
O 3.753 1.382 2.851 -0.431
C 1.142 0.235 -0.428 -0.386
N -0.127 0.681 -0.833 -0.118
P -0.502 2.348 -1.274 0.955
N -1.744 2.942 -0.146 -0.133
O -1.284 2.487 -2.805 -0.273
C -1.119 -0.356 -1.256 -0.229
C -0.718 -0.642 -2.786 -0.112
C -0.570 -1.198 -3.890 0.104
C -2.652 0.104 -1.326 -0.322
O -3.370 0.403 -0.379 0.100
N -3.324 0.130 -2.658 0.146
C -4.659 0.726 -2.530 -0.412
O -4.789 1.917 -2.626 0.175
F -5.720 -0.172 -2.315 0.073
C -1.149 -1.720 -0.349 -0.241
N -1.303 -2.812 -1.321 -0.041
C -1.543 -4.191 -0.849 -0.217
C -0.319 -5.230 -1.102 -0.212
C -0.578 -6.557 -0.245 -0.113
C -0.016 -1.631 0.718 -0.502
C 0.420 -2.977 1.486 -0.206
C -0.562 -3.825 2.353 -0.290
C -2.050 -3.451 2.693 -0.605
I -2.290 -2.727 4.767 0.838
P -0.484 -0.607 2.322 0.641
O -2.162 -0.209 2.212 -0.441
I 0.427 1.641 2.552 0.725
N 1.240 -1.168 0.050 -0.210
P 1.845 -2.175 -1.271 0.683
O 3.169 -3.018 -0.553 -0.355
Br 2.782 -1.017 -2.961 0.413
H 2.211 4.589 -0.250 0.092
H 3.900 -0.682 -0.096 0.077
H 4.431 1.024 0.173 0.163
H 2.386 -0.574 2.652 0.029
H -2.622 3.131 -0.649 0.042
H -1.868 2.272 0.626 -0.022
H -0.720 2.097 -3.507 0.054
H -0.531 -1.466 -4.985 0.083
H -3.430 -0.849 -2.988 0.138
H -2.154 -1.708 0.218 0.130
H -2.201 -2.586 -1.792 0.109
H -2.023 -4.316 0.173 0.097
H -2.336 -4.642 -1.548 0.116
H 0.702 -4.769 -0.978 0.050
H -0.381 -5.561 -2.201 0.114
H -1.700 -6.785 -0.196 0.078
H -0.069 -6.578 0.765 0.064
H -0.133 -7.424 -0.852 0.082
H 1.010 -3.714 0.830 0.101
H 1.245 -2.583 2.191 0.103
H -0.058 -4.030 3.367 0.106
H -0.613 -4.881 1.899 0.094
H -2.591 -2.719 2.028 0.021
H -2.686 -4.405 2.685 0.060
H -2.416 -0.125 3.176 -0.022
H 3.917 -3.039 -1.197 0.052
O 2.492 2.702 -3.135 0.009
C 3.291 3.169 -3.922 -0.511
O 4.359 3.837 -3.472 0.008
C 5.443 4.291 -4.306 -0.206
C 5.107 5.613 -4.966 -0.044
C 3.053 3.081 -5.405 0.023
H 5.732 3.519 -5.027 0.066
H 6.300 4.430 -3.644 0.132
H 4.237 5.527 -5.622 0.072
H 5.950 5.973 -5.559 0.086
H 4.860 6.363 -4.212 0.053
H 2.339 3.853 -5.696 0.100
H 2.636 2.098 -5.630 0.089
H 3.955 3.177 -6.005 0.063
O -2.366 0.991 4.709 -0.003
C -3.290 1.401 5.379 -0.497
O -4.090 0.535 6.017 -0.011
C -5.109 0.911 6.957 -0.219
C -6.388 1.306 6.248 -0.062
C -3.605 2.870 5.436 0.025
H -4.745 1.686 7.636 0.119
H -5.298 0.028 7.571 0.126
H -6.241 2.172 5.600 0.069
H -7.171 1.545 6.971 0.087
H -6.736 0.491 5.609 0.086
H -4.154 3.150 4.535 0.105
H -2.666 3.423 5.475 0.098
H -4.175 3.168 6.313 0.073
O 5.331 8.387 -3.396 0.087
C 4.736 8.427 -2.347 -0.524
O 5.378 8.151 -1.197 0.004
C 4.810 8.321 0.109 -0.225
C 3.961 7.128 0.495 -0.074
C 3.256 8.699 -2.313 0.014
H 4.267 9.267 0.178 0.117
H 5.653 8.400 0.799 0.126
H 3.117 6.995 -0.186 0.055
H 3.570 7.244 1.508 0.085
H 4.551 6.209 0.448 0.084
H 2.720 7.781 -2.565 0.096
H 3.029 9.466 -3.055 0.096
H 2.895 9.078 -1.359 0.069
O -2.982 -6.282 5.294 0.054
C -3.594 -6.266 6.334 -0.548
O -2.965 -6.542 7.490 -0.001
C -3.557 -6.398 8.790 -0.229
C -4.388 -7.613 9.150 -0.065
C -5.080 -6.024 6.347 0.008
H -4.120 -5.464 8.860 0.114
H -2.727 -6.310 9.493 0.125
H -5.218 -7.756 8.455 0.067
H -4.795 -7.515 10.158 0.084
H -3.778 -8.518 9.102 0.087
H -5.593 -6.949 6.077 0.099
H -5.311 -5.253 5.611 0.082
H -5.463 -5.664 7.299 0.068
O -3.986 -5.827 -0.902 0.074
C -4.898 -5.417 -0.224 -0.506
O -5.695 -6.280 0.425 0.012
C -6.701 -5.900 1.377 -0.224
C -7.987 -5.501 0.682 -0.062
C -5.210 -3.944 -0.163 0.025
H -6.326 -5.125 2.051 0.113
H -6.885 -6.781 1.994 0.126
H -7.844 -4.636 0.032 0.068
H -8.760 -5.258 1.414 0.085
H -8.344 -6.315 0.048 0.088
H -5.769 -3.662 -1.058 0.103
H -4.269 -3.393 -0.135 0.066
H -5.769 -3.644 0.721 0.075
O 6.435 2.451 -6.329 0.062
C 7.234 2.919 -7.111 -0.501
O 8.306 3.584 -6.654 0.009
C 9.391 4.040 -7.478 -0.221
C 9.061 5.365 -8.133 -0.062
C 6.997 2.838 -8.594 0.019
H 9.681 3.272 -8.200 0.118
H 10.245 4.173 -6.810 0.126
H 8.194 5.286 -8.792 0.068
H 9.908 5.726 -8.719 0.086
H 8.812 6.112 -7.375 0.086
H 6.285 3.613 -8.882 0.102
H 6.578 1.858 -8.824 0.095
H 7.899 2.935 -9.194 0.072


26
Properties=species:S:1:pos:R:3:lowdin_charge:R:1 method="wB97M-V/def2-TZVPD" orbital_gap_ev=8.796 charge=+1 relative_energy_kj_mol=308.7
C 1.219 2.204 -0.760 0.078
C 0.971 1.414 0.201 -0.309
C 1.816 0.240 0.576 -0.094
C 1.567 -1.064 -0.251 -0.094
C 0.217 -1.122 -0.755 -0.289
C -0.178 -0.656 -1.912 0.199
C -0.690 -1.478 0.274 -0.262
N -0.564 -2.539 1.073 0.248
O -1.842 -0.877 0.596 0.108
C -2.161 0.546 0.138 -0.372
O -3.193 0.614 -0.699 0.145
N -1.539 1.543 0.513 0.180
C -0.274 1.536 1.151 -0.134
H 0.634 3.062 -0.978 0.085
H 2.054 2.172 -1.380 0.072
H 1.674 0.050 1.620 0.117
H 2.721 0.619 0.342 0.087
H 2.056 -1.005 -1.192 0.125
H 1.710 -1.997 0.329 0.127
H 0.381 -0.351 -2.693 0.071
H -1.251 -0.378 -2.024 0.115
H 0.153 -3.326 0.875 0.203
H -1.318 -2.599 1.773 0.165
H -3.949 0.079 -0.381 0.155
H -0.273 0.764 1.880 0.096
H 0.062 2.548 1.683 0.180


135
Properties=species:S:1:pos:R:3:lowdin_spin:R:1 method="wB97M-V/def2-TZVPD" orbital_gap_ev="6.528 / 6.296" charge=-2 relative_energy_kj_mol=77.2 multiplicity=2
Cr -0.425 -0.086 0.224 1.091
C 2.720 0.116 -4.292 0.000
C 2.433 1.073 -3.124 0.000
C 2.156 2.468 -3.690 0.000
C 3.584 1.017 -2.142 0.000
C 4.642 1.909 -2.259 0.000
C 5.760 1.830 -1.445 0.000
C 5.842 0.803 -0.518 0.000
C 4.800 -0.097 -0.350 0.000
C 4.900 -1.232 0.648 0.000
C 5.918 -0.978 1.762 0.000
C 5.266 -2.531 -0.084 0.000
C 3.623 0.011 -1.143 0.000
N 2.530 -0.760 -0.805 0.001
C 2.220 -1.926 -1.304 0.000
O 2.812 -2.586 -2.196 0.001
C 1.086 -2.632 -0.578 0.005
C 0.960 -4.000 -0.780 -0.002
C 0.053 -4.730 -0.028 0.005
C -0.668 -4.077 0.958 -0.002
C -0.497 -2.711 1.107 0.006
N 0.318 -1.995 0.319 -0.004
C -1.049 -1.997 2.307 0.002
O -1.596 -2.670 3.192 0.007
N -0.823 -0.673 2.324 -0.006
C -0.865 -0.094 3.610 -0.001
C 0.157 -0.398 4.545 0.000
C 0.094 0.124 5.829 0.000
C -0.937 0.963 6.219 0.000
C -1.910 1.297 5.295 0.000
C -1.890 0.784 4.002 0.000
C -3.025 1.147 3.068 -0.001
C -3.265 2.662 2.987 0.000
C -4.321 0.455 3.513 0.000
C 1.360 -1.249 4.174 0.000
C 1.328 -2.619 4.866 0.000
C 2.671 -0.532 4.510 0.000
H 1.931 0.184 -5.048 0.000
H 2.794 -0.913 -3.944 0.000
H 3.670 0.391 -4.761 0.000
H 1.544 0.739 -2.586 0.000
H 2.918 2.757 -4.419 0.000
H 2.120 3.223 -2.903 0.000
H 1.191 2.462 -4.202 0.000
H 4.605 2.687 -3.014 0.000
H 6.562 2.554 -1.540 0.000
H 6.742 0.707 0.080 0.000
H 3.905 -1.352 1.090 0.000
H 6.939 -1.040 1.373 0.000
H 5.817 -1.741 2.534 0.000
H 5.783 0.001 2.227 0.000
H 6.276 -2.439 -0.496 0.000
H 4.578 -2.722 -0.907 0.000
H 5.247 -3.385 0.600 0.000
H 1.604 -4.454 -1.519 0.000
H -0.063 -5.795 -0.184 0.000
H -1.355 -4.587 1.618 0.000
H 0.865 -0.133 6.548 0.000
H -0.984 1.346 7.233 0.000
H -2.730 1.940 5.596 0.000
H -2.762 0.794 2.069 -0.001
H -3.920 3.004 3.794 0.000
H -3.736 2.912 2.034 0.000
H -2.327 3.211 3.061 0.000
H -4.146 -0.597 3.734 0.000
H -5.071 0.533 2.723 0.000
H -4.712 0.931 4.417 0.000
H 1.348 -1.401 3.094 0.000
H 1.457 -2.505 5.947 0.000
H 2.136 -3.251 4.486 0.000
H 0.375 -3.109 4.681 0.000
H 2.806 -0.420 5.588 0.000
H 2.698 0.457 4.048 0.000
H 3.511 -1.114 4.127 0.000
C -3.352 -1.472 -1.853 -0.011
Si -2.797 -0.516 -0.270 -0.036
C -3.885 -1.480 0.998 -0.007
C -3.669 1.195 -0.465 -0.004
C -5.039 1.263 -0.725 -0.001
C -5.675 2.471 -0.975 0.000
C -4.937 3.647 -0.946 0.000
C -3.577 3.593 -0.669 0.000
C -2.920 2.382 -0.447 0.002
Si -1.007 2.276 -0.189 -0.023
C -0.246 3.115 -1.756 -0.007
C -0.607 3.769 0.993 -0.009
H -4.281 -2.021 -1.682 -0.001
H -3.503 -0.784 -2.684 0.000
H -2.586 -2.194 -2.158 0.000
H -4.911 -1.103 0.994 -0.001
H -3.503 -1.417 2.015 0.000
H -3.915 -2.542 0.737 0.000
H -5.623 0.346 -0.751 0.000
H -6.733 2.499 -1.213 0.000
H -5.417 4.601 -1.144 0.000
H -3.005 4.517 -0.643 0.000
H -0.676 4.105 -1.942 -0.001
H -0.413 2.506 -2.643 0.000
H 0.836 3.236 -1.629 0.000
H -1.091 4.685 0.644 -0.001
H 0.475 3.942 0.998 0.000
H -0.920 3.598 2.021 0.000
C 3.525 3.315 2.878 0.000
N 2.358 2.498 2.672 0.001
C 1.268 2.654 3.612 0.000
C 2.257 1.677 1.601 0.000
O 1.323 0.929 1.380 0.000
H 3.993 3.082 3.840 0.000
H 3.256 4.376 2.873 0.000
H 4.247 3.130 2.082 0.000
H 0.450 2.014 3.300 0.000
H 0.931 3.693 3.624 0.000
H 1.575 2.368 4.623 0.000
H 3.129 1.745 0.935 0.000
C -2.428 -4.475 -4.753 0.000
C -2.879 -3.202 -5.410 0.000
C -4.002 -3.155 -6.216 0.000
C -4.415 -1.950 -6.764 0.000
Cl -5.850 -1.914 -7.761 0.000
C -3.726 -0.783 -6.509 0.000
C -2.593 -0.817 -5.707 0.000
C -2.159 -2.020 -5.160 0.000
O -1.058 -2.184 -4.399 0.000
C -0.209 -1.085 -4.069 0.000
C -0.779 -0.164 -2.952 0.000
O -1.671 0.630 -3.247 -0.001
O -0.209 -0.329 -1.828 0.003
H -3.068 -5.311 -5.036 0.000
H -2.455 -4.355 -3.668 0.000
H -1.395 -4.706 -5.017 0.000
H -4.567 -4.059 -6.410 0.000
H -4.074 0.156 -6.917 0.000
H -2.091 0.104 -5.449 0.000
H 0.009 -0.490 -4.962 0.000
H 0.705 -1.548 -3.703 0.000


15
Properties=species:S:1:pos:R:3:lowdin_charge:R:1 method="wB97M-V/def2-TZVPD" orbital_gap_ev="6.562 / 6.819" relative_energy_kj_mol=930.7
C -1.233 1.790 0.073 -0.191
C 0.371 -0.844 -0.872 -0.235
C -0.559 0.976 0.894 0.158
C 0.387 0.205 1.303 -0.326
C 0.781 -0.075 2.709 0.005
N -1.767 2.636 -0.574 0.225
N 0.625 -0.793 0.357 0.175
N -0.305 -0.077 -1.665 0.114
N -0.391 -0.455 -2.937 -0.498
O 0.024 -1.522 -3.232 0.050
O -0.906 0.335 -3.702 0.078
H 0.830 -1.598 -1.588 0.159
H 0.563 0.843 3.265 0.097
H -0.040 -0.768 3.027 0.119
H 1.621 -0.653 2.943 0.071


15
Properties=species:S:1:pos:R:3:lowdin_spin:R:1 method="wB97M-V/def2-TZVPD" orbital_gap_ev="6.624 / 11.240" relative_energy_kj_mol=51.5 multiplicity=2
C 0.004 -2.903 1.866 0.601
N 0.694 -1.774 2.167 0.290
H 0.474 -3.580 1.167 0.046
H -0.927 -3.204 2.307 0.051
H 0.363 -1.088 2.808 0.005
H 1.549 -1.481 1.740 0.005
C -0.771 1.327 -1.594 0.000
O -0.285 -0.020 -1.229 0.002
C 0.103 2.363 -0.962 0.000
H -0.757 1.410 -2.676 0.000
H -1.782 1.314 -1.197 0.000
H 0.177 -0.319 -2.020 0.000
H 0.207 3.206 -1.655 0.000
H -0.184 2.689 0.041 0.000
H 1.134 2.060 -0.764 0.000


12
Properties=species:S:1:pos:R:3:lowdin_charge:R:1 method="wB97M-V/def2-TZVPD" orbital_gap_ev=10.491 smiles="CCC(N)=O" relative_energy_kj_mol=214.2
C -0.203 -1.143 0.348 -0.042
C 1.038 -0.214 -0.389 -0.065
C 0.289 0.898 0.213 -0.690
N -0.804 1.454 -0.406 0.147
O 0.628 1.133 1.361 0.015
H -0.806 -1.485 -0.497 0.068
H 0.285 -1.924 0.894 0.059
H -0.961 -0.720 1.055 0.091
H 1.081 -0.684 -1.366 0.089
H 2.095 -0.011 -0.090 0.121
H -1.041 1.111 -1.324 0.099
H -1.600 1.585 0.201 0.107